{
  "formula": "C44H46AuF6N8OPSSb2",
  "method": "ωB97M-V with the def2-TZVPD basis set",
  "de_lowest_ev": 0.819,
  "spin_multiplicity": 4,
  "total_energy_ev": -113517.08934,
  "charge": 3,
  "s2": 3.78,
  "e_homo_ev": [-13.80, -13.80],
  "symbols": ["Au", "C", "N", "C", "N", "C", "N", "C", "C", "C", "C", "C", "C", "C", "N", "N", "C", "O", "C", "C", "C", "C", "C", "C", "N", "C", "N", "C", "N", "C", "H", "H", "H", "H", "H", "H", "H", "H", "H", "H", "H", "H", "H", "H", "H", "H", "C", "C", "Sb", "C", "C", "C", "C", "H", "H", "H", "H", "H", "H", "H", "H", "H", "H", "H", "H", "H", "H", "H", "F", "P", "F", "F", "F", "F", "F", "S", "Sb", "C", "C", "C", "C", "C", "C", "C", "C", "C", "C", "C", "C", "C", "C", "C", "C", "C", "C", "H", "H", "H", "H", "H", "H", "H", "H", "H", "H", "H", "H", "H", "H", "H"],
  "positions_angstrom": [[1.122, -0.171, 0.546], [-3.012, -3.802, 1.298], [-1.724, -3.232, 0.901], [-1.254, -2.025, 1.169], [-0.023, -1.931, 0.663], [0.195, -3.152, 0.086], [-0.815, -3.960, 0.222], [-2.972, -4.454, 2.661], [-3.863, -5.485, 2.936], [-3.913, -6.047, 4.203], [-3.065, -5.600, 5.202], [-2.158, -4.586, 4.920], [-2.117, -4.010, 3.655], [-1.249, -4.109, 5.957], [-1.375, -4.163, 7.234], [-0.250, -3.559, 7.768], [0.470, -3.186, 6.772], [-0.094, -3.494, 5.576], [1.764, -2.511, 6.788], [2.181, -1.852, 7.944], [3.410, -1.219, 7.965], [4.225, -1.236, 6.839], [3.819, -1.904, 5.691], [4.756, -2.002, 4.517], [4.075, -1.746, 3.232], [3.065, -0.929, 2.966], [2.794, -1.009, 1.664], [3.685, -1.923, 1.184], [4.479, -2.379, 2.114], [2.586, -2.547, 5.669], [-3.280, -4.521, 0.527], [-3.732, -2.983, 1.264], [-1.805, -1.249, 1.677], [1.099, -3.425, -0.432], [-4.524, -5.851, 2.160], [-4.611, -6.847, 4.409], [-3.088, -6.036, 6.192], [-1.404, -3.217, 3.469], [1.536, -1.848, 8.812], [3.739, -0.711, 8.860], [5.190, -0.744, 6.866], [5.188, -2.996, 4.409], [5.573, -1.288, 4.610], [2.544, -0.345, 3.707], [3.736, -2.238, 0.155], [2.268, -3.105, 4.795], [5.112, 0.307, -1.492], [5.426, 0.796, -0.083], [4.099, 2.317, 0.559], [4.292, 2.669, 2.636], [5.663, 3.257, 2.966], [4.524, 4.132, -0.438], [3.600, 5.262, 0.008], [5.794, -0.499, -1.763], [5.231, 1.098, -2.233], [4.090, -0.068, -1.572], [6.419, 1.246, -0.024], [5.390, -0.005, 0.655], [4.118, 1.721, 3.150], [3.475, 3.339, 2.903], [6.473, 2.569, 2.724], [5.728, 3.473, 4.032], [5.842, 4.194, 2.437], [4.432, 3.920, -1.504], [5.572, 4.364, -0.241], [2.552, 5.022, -0.172], [3.837, 6.169, -0.547], [3.715, 5.489, 1.069], [-1.133, 0.904, -0.094], [-2.658, 1.377, 0.280], [-3.195, -0.069, -0.094], [-2.415, 0.956, 1.798], [-2.875, 1.855, -1.292], [-2.064, 2.884, 0.606], [-4.136, 1.906, 0.611], [1.887, 1.922, -0.075], [-2.136, 4.454, -1.807], [-2.400, 4.410, -3.879], [-2.021, 3.275, -4.592], [-2.245, 3.231, -5.960], [-2.835, 4.311, -6.603], [-3.213, 5.440, -5.886], [-3.001, 5.496, -4.518], [-1.389, 6.273, -1.112], [-1.167, 6.447, 0.255], [-0.725, 7.679, 0.712], [-0.492, 8.712, -0.189], [-0.683, 8.520, -1.552], [-1.123, 7.293, -2.025], [-4.135, 4.408, -1.103], [-4.541, 5.057, 0.025], [-5.877, 4.890, 0.527], [-6.806, 4.059, -0.113], [-6.409, 3.410, -1.246], [-5.078, 3.579, -1.745], [-1.563, 2.431, -4.092], [-1.961, 2.353, -6.524], [-3.004, 4.273, -7.671], [-3.675, 6.277, -6.393], [-3.312, 6.377, -3.964], [-1.326, 5.635, 0.955], [-0.561, 7.833, 1.770], [-0.150, 9.673, 0.174], [-0.490, 9.326, -2.247], [-1.257, 7.141, -3.090], [-3.875, 5.704, 0.583], [-6.149, 5.423, 1.430], [-7.805, 3.942, 0.283], [-7.081, 2.758, -1.789], [-4.811, 3.035, -2.645]]
}